Record 1
ORCA calculation (ωB97M-V/def2-TZVPD) on a molecular structure, C69H47Cl4N7OS3Sn.

**HOMO (spin up / spin down)**: -1.079 / -1.079 eV
**Net charge**: -2

Geometry as XYZ:
```
132
Properties=species:S:1:pos:R:3:forces:R:3:lowdin_charge:R:1
Sn 1.0865 0.3982 0.6812 -0.172 -0.220 -0.344 1.222
Cl 5.3560 -8.3385 0.4273 0.105 -0.250 0.012 0.621
C 4.6827 -6.7543 0.6737 -0.087 0.180 0.032 -0.685
C 3.3123 -6.6094 0.8003 0.031 -0.072 -0.026 -0.102
C 2.7772 -5.3417 0.9497 0.069 0.179 0.051 -0.007
C 3.5953 -4.2142 0.9490 0.259 -0.300 -0.027 -0.192
C 4.9742 -4.3971 0.8521 -0.113 0.061 0.140 -0.027
C 5.5254 -5.6585 0.7245 0.011 -0.194 -0.084 -0.111
C 3.0368 -2.8464 0.9646 0.107 0.489 -0.800 -0.069
C 2.3953 -2.4060 2.1380 -0.139 -0.148 0.516 -0.280
C 2.2696 -3.1296 3.3444 0.106 -0.172 -0.187 -0.028
C 1.5300 -2.3449 4.2045 -0.147 -0.102 0.185 -0.036
C 1.2274 -1.1710 3.4989 0.192 -0.356 0.023 -0.264
C 0.4149 0.0019 3.9790 0.167 0.196 -0.103 -0.308
C 0.0245 -0.2369 5.4192 -0.074 0.018 0.314 -0.143
C -1.2897 -0.4546 5.8112 0.190 0.039 -0.151 0.008
C -1.6088 -0.7266 7.1307 0.034 0.003 0.166 -0.102
C -0.5985 -0.7757 8.0701 0.024 -0.005 -0.223 -0.685
Cl -0.9848 -1.1185 9.7276 -0.072 -0.057 0.322 0.624
C 0.7222 -0.5733 7.7066 0.025 0.056 0.039 -0.102
C 1.0240 -0.3069 6.3855 -0.066 0.008 0.014 -0.050
C 1.1926 1.2772 3.7924 0.134 0.197 0.378 -0.251
N 1.5013 1.6686 2.5478 0.075 -0.226 -0.379 0.007
C 1.9862 2.9372 2.6244 0.030 -0.071 0.633 -0.273
C 2.3162 3.7383 1.5000 0.195 -0.226 -1.202 -0.075
C 2.1670 5.1852 1.7069 0.103 0.418 0.089 -0.194
C 3.1915 6.1073 1.5075 -0.131 -0.253 0.082 -0.036
C 2.9600 7.4632 1.6603 -0.080 0.205 -0.007 -0.119
C 1.6921 7.8945 2.0070 0.107 -0.153 -0.043 -0.686
Cl 1.3856 9.6004 2.1440 -0.042 0.309 0.065 0.617
C 0.6587 6.9994 2.2334 0.055 0.103 0.001 -0.099
C 0.9093 5.6498 2.0960 0.079 0.055 -0.087 -0.001
C 2.5500 3.2858 0.2142 -0.126 0.567 1.168 -0.258
C 2.7702 4.1155 -0.9366 -0.001 0.086 -0.595 -0.001
C 2.8641 3.2921 -2.0093 -0.037 0.850 0.046 -0.014
C 2.7459 1.9466 -1.5197 -0.032 -0.813 0.218 -0.259
N 2.5399 1.9790 -0.1841 0.071 -0.798 0.132 -0.012
C 2.8568 0.7641 -2.2683 -0.161 0.438 0.282 -0.112
C 3.0072 -0.5154 -1.6849 0.046 0.009 0.649 -0.273
C 3.6260 -1.6250 -2.3509 0.221 -0.587 -0.022 -0.018
C 3.7592 -2.6129 -1.4287 0.016 -0.051 -0.404 -0.008
C 3.1843 -2.1205 -0.2095 0.071 -0.814 0.761 -0.253
N 2.7507 -0.8420 -0.4104 0.069 0.820 -0.173 -0.001
C 2.8136 0.7943 -3.7254 -0.048 0.032 -0.458 -0.191
C 3.6121 1.6169 -4.5259 -0.038 -0.147 0.150 -0.037
C 3.4810 1.6309 -5.9015 -0.138 -0.012 -0.246 -0.117
C 2.5518 0.7974 -6.4999 0.070 0.006 0.120 -0.686
Cl 2.3684 0.8264 -8.2322 -0.020 -0.008 -0.232 0.609
C 1.7762 -0.0686 -5.7447 0.081 0.053 -0.230 -0.110
C 1.9132 -0.0634 -4.3735 0.093 0.163 0.000 -0.033
C 2.0092 3.3376 3.9708 0.181 0.201 -0.322 -0.043
C 1.5086 2.2757 4.7118 -0.102 -0.212 0.249 -0.042
N 1.7582 -1.2063 2.2772 0.215 0.505 0.008 -0.022
H 2.6696 -7.4762 0.7560 -0.030 -0.065 0.029 0.100
H 1.7100 -5.2144 1.0484 -0.129 0.019 -0.002 0.106
H 5.6193 -3.5317 0.8759 0.031 0.105 -0.027 0.126
H 6.5937 -5.7961 0.6401 0.049 0.006 -0.002 0.098
H 2.6735 -4.1037 3.5517 0.076 -0.171 -0.008 0.095
H 1.2195 -2.5987 5.2018 -0.014 -0.042 0.087 0.095
H -2.0826 -0.4348 5.0815 -0.054 -0.001 -0.085 0.113
H -2.6343 -0.9024 7.4185 -0.055 -0.008 0.061 0.100
H 1.5090 -0.6242 8.4440 0.012 -0.022 0.099 0.101
H 2.0526 -0.1723 6.0876 0.080 0.038 -0.014 0.130
H 4.1744 5.7488 1.2358 0.062 -0.014 -0.032 0.120
H 3.7517 8.1821 1.5042 0.017 0.048 -0.003 0.096
H -0.3255 7.3584 2.4957 -0.042 0.031 0.017 0.102
H 0.1203 4.9292 2.2498 -0.089 -0.046 0.028 0.134
H 2.8427 5.1888 -0.9225 -0.067 0.092 -0.090 0.101
H 2.9911 3.5882 -3.0343 0.037 0.036 -0.083 0.091
H 3.9588 -1.6349 -3.3734 0.048 -0.017 -0.115 0.103
H 4.1984 -3.5852 -1.5690 0.013 -0.082 -0.060 0.101
H 4.3713 2.2302 -4.0653 0.033 0.079 0.075 0.111
H 4.0926 2.2838 -6.5102 0.015 -0.023 -0.020 0.097
H 1.0697 -0.7279 -6.2284 -0.050 -0.013 -0.040 0.100
H 1.3048 -0.7247 -3.7750 -0.111 -0.021 0.093 0.119
H 2.3795 4.2753 4.3496 -0.036 0.125 0.000 0.098
H 1.3696 2.2403 5.7772 -0.044 0.000 0.113 0.089
S -1.2318 1.9722 -0.5993 -0.018 0.859 0.353 0.519
C -1.8315 0.7272 -1.5995 -0.223 0.296 0.313 -0.745
N -1.9098 1.0178 -2.9499 0.100 -0.322 -0.147 -0.152
C -2.7032 0.1469 -3.7625 -0.041 -0.402 -0.072 -0.154
C -2.3410 -1.3068 -3.4117 0.023 0.118 -0.133 -0.148
N -2.6267 -1.5520 -2.0308 0.003 -0.463 -0.227 -0.162
C -3.6517 -2.5079 -1.6828 0.175 0.025 -0.009 -0.170
C -5.0823 -2.0507 -1.8070 -0.012 -0.140 -0.081 -0.189
C -5.6051 -1.1133 -0.9191 0.036 0.039 0.027 -0.028
C -6.9397 -0.7567 -0.9790 -0.107 0.042 0.046 -0.087
C -7.7755 -1.3288 -1.9257 -0.119 0.045 -0.074 -0.119
C -7.2605 -2.2458 -2.8262 -0.197 -0.023 -0.105 -0.112
C -5.9237 -2.5981 -2.7681 0.074 -0.007 0.046 -0.057
C -2.3266 -0.4857 -1.1516 -0.058 -0.108 0.259 -0.666
S -2.4129 -0.8535 0.5216 0.478 -0.147 0.228 0.640
C -1.0814 2.0387 -3.5352 0.104 0.149 -0.030 -0.179
C -1.7318 3.4012 -3.5727 0.031 0.052 -0.077 -0.211
C -3.0127 3.5591 -4.0891 0.098 -0.105 0.016 -0.039
C -3.5977 4.8092 -4.1639 -0.127 0.081 -0.066 -0.106
C -2.9023 5.9246 -3.7297 -0.058 0.122 0.039 -0.120
C -1.6333 5.7734 -3.1934 0.050 0.145 -0.034 -0.094
C -1.0526 4.5211 -3.1120 -0.008 -0.072 -0.117 -0.051
H -2.5227 0.3585 -4.8195 -0.015 0.010 0.037 0.116
H -3.7736 0.2873 -3.5406 0.035 -0.018 -0.150 0.125
H -1.2632 -1.4480 -3.5914 -0.075 0.050 -0.143 0.119
H -2.8980 -2.0093 -4.0363 0.009 -0.019 0.005 0.115
H -3.4780 -2.7857 -0.6381 -0.070 -0.139 -0.175 0.071
H -3.4910 -3.3975 -2.3020 -0.082 0.020 0.054 0.122
H -4.9608 -0.6808 -0.1690 0.030 0.028 0.059 0.076
H -7.3387 -0.0456 -0.2681 0.008 0.072 0.022 0.099
H -8.8236 -1.0609 -1.9639 -0.037 0.020 0.007 0.089
H -7.9061 -2.7015 -3.5667 -0.029 0.008 -0.040 0.090
H -5.5324 -3.3306 -3.4624 0.070 -0.066 -0.044 0.102
H -0.8351 1.7338 -4.5617 -0.010 -0.013 0.072 0.125
H -0.1511 2.1090 -2.9629 -0.071 -0.016 -0.137 0.082
H -3.5622 2.6919 -4.4269 -0.048 -0.110 -0.011 0.100
H -4.6005 4.9137 -4.5598 -0.020 0.008 -0.030 0.091
H -3.3531 6.9052 -3.7999 -0.031 0.077 0.039 0.087
H -1.0944 6.6366 -2.8285 0.039 0.083 0.040 0.095
H -0.0725 4.4018 -2.6726 0.089 -0.063 0.085 0.100
O -2.6349 1.5386 2.9248 -0.777 0.836 -0.015 0.142
C -1.6674 0.9162 3.0640 -0.046 -0.311 -0.038 -0.403
N -0.7679 0.1388 3.1580 0.162 -0.666 -0.133 0.159
S -0.8134 -2.2410 0.8442 -0.166 0.323 -0.152 0.636
C -1.6166 -3.7921 1.0052 -0.193 0.068 -0.045 -0.604
C -2.7674 -3.9379 1.7776 0.100 -0.037 -0.087 -0.125
C -3.3543 -5.1814 1.9045 -0.128 -0.108 0.044 -0.101
C -2.7979 -6.2870 1.2800 0.004 -0.182 0.001 -0.119
C -1.6497 -6.1440 0.5151 -0.057 -0.215 0.063 -0.107
C -1.0664 -4.9026 0.3691 -0.010 0.193 0.093 -0.129
H -3.1891 -3.0686 2.2609 -0.026 0.039 0.058 0.092
H -4.2462 -5.2979 2.5058 -0.066 0.012 0.027 0.095
H -3.2496 -7.2619 1.3949 -0.073 -0.079 0.004 0.087
H -1.2127 -7.0053 0.0275 0.018 -0.062 -0.049 0.094
H -0.1857 -4.7672 -0.2398 0.102 0.016 -0.142 0.093
```
Forces are in eV/Å.

=====

Record 2
ORCA calculation (ωB97M-V/def2-TZVPD) on a molecular structure, C69H49AsHfN9OS2Se.

**HOMO**: -8.819 eV
**Net charge**: +1

Geometry as XYZ:
```
133
Properties=species:S:1:pos:R:3:forces:R:3:lowdin_charge:R:1
Hf -0.1393 -0.2869 -0.0077 0.314 0.257 -0.206 1.809
C -7.5621 0.0302 2.8806 -0.046 -0.006 0.000 -0.079
C -6.7912 -1.1090 3.0468 -0.050 -0.072 0.041 -0.070
C -5.4785 -1.1259 2.6139 0.033 0.086 -0.008 -0.032
C -4.9105 0.0020 2.0244 -0.216 -0.006 0.126 -0.219
C -5.6786 1.1525 1.8968 0.088 0.059 -0.046 -0.052
C -7.0011 1.1591 2.3083 -0.050 0.041 0.058 -0.068
C -3.5169 -0.1064 1.5289 0.362 -0.072 -0.150 -0.081
C -2.4976 0.5569 2.2105 -0.441 -0.195 -0.110 -0.230
C -2.7128 1.3569 3.3765 0.344 0.028 -0.045 0.026
C -1.5038 1.8512 3.7452 -0.219 -0.206 -0.194 -0.005
C -0.5436 1.3353 2.8128 0.492 0.052 0.132 -0.259
C 0.8597 1.4958 2.9359 -0.291 -0.896 -0.034 -0.055
C 1.4483 2.7291 3.4448 0.146 0.514 0.227 -0.152
C 2.8390 2.8893 3.5754 -0.108 -0.075 -0.032 -0.032
C 3.3878 4.0566 4.0667 0.037 0.025 0.021 -0.066
C 2.5766 5.1334 4.3864 -0.029 0.000 -0.067 -0.070
C 1.2195 5.0479 4.1271 0.033 0.068 0.182 -0.084
C 0.6650 3.8755 3.6568 0.048 -0.189 0.126 -0.077
C 1.6858 0.3806 2.6418 -0.294 0.394 0.136 -0.232
N 1.4567 -0.5237 1.6466 -0.588 0.094 -0.053 0.018
C 2.4616 -1.4563 1.7470 0.054 -0.268 -0.297 -0.226
C 2.6792 -2.5451 0.8998 -0.394 0.212 0.060 -0.071
C 3.9785 -3.2371 1.0344 0.264 -0.151 -0.039 -0.200
C 4.0754 -4.5913 1.3411 0.006 0.040 0.029 -0.038
C 5.3128 -5.2038 1.4426 0.051 -0.088 0.065 -0.067
C 6.4755 -4.4775 1.2368 0.032 0.001 -0.083 -0.076
C 6.3915 -3.1259 0.9407 0.088 -0.024 0.072 -0.066
C 5.1551 -2.5121 0.8567 -0.024 0.004 -0.057 -0.056
C 1.7436 -3.0184 -0.0217 0.340 -0.060 0.445 -0.256
C 1.9150 -4.2059 -0.8064 -0.270 0.140 0.035 0.005
C 0.7431 -4.4212 -1.4530 0.119 0.260 0.234 0.013
C -0.1378 -3.3537 -1.0750 -0.484 -0.211 -0.241 -0.254
N 0.4990 -2.4820 -0.2325 -0.073 0.508 0.063 0.018
C -1.4698 -3.2677 -1.4897 0.178 0.055 0.284 -0.068
C -2.3886 -2.3697 -0.9464 0.101 -0.431 -0.068 -0.233
C -3.8051 -2.4307 -1.1807 0.164 0.193 0.146 0.035
C -4.3820 -1.5880 -0.2901 0.311 -0.057 -0.143 0.027
C -3.3148 -0.9862 0.4610 -0.127 0.145 0.311 -0.252
N -2.1049 -1.4498 0.0246 0.546 0.254 -0.035 0.013
C -1.8992 -4.0847 -2.6510 -0.200 -0.216 0.035 -0.163
C -1.8359 -3.2580 -3.9021 -0.006 0.105 0.114 -0.159
C -2.5209 -3.8056 -5.1542 -0.204 0.053 0.080 -0.184
C -2.7217 -5.2909 -5.0810 -0.139 -0.094 0.203 -0.048
C -2.6156 -5.9864 -3.9493 -0.189 -0.136 -0.575 -0.061
C -2.2675 -5.3656 -2.6858 0.153 0.540 0.390 -0.008
C 3.2786 -1.1775 2.8846 -0.223 0.423 0.051 0.023
C 2.7992 -0.0365 3.4439 0.098 -0.309 -0.237 -0.003
N -1.1575 0.5324 1.8977 0.338 -0.331 -0.418 0.015
H -8.5958 0.0352 3.1925 -0.071 0.015 0.047 0.105
H -7.2115 -1.9904 3.5079 -0.057 -0.060 0.030 0.106
H -4.8785 -2.0159 2.7338 0.055 -0.108 -0.005 0.126
H -5.2549 2.0361 1.4430 0.082 0.024 -0.044 0.065
H -7.5957 2.0508 2.1754 -0.046 0.074 0.003 0.106
H -3.6557 1.4955 3.8652 -0.208 -0.026 0.115 0.119
H -1.2752 2.4137 4.6285 0.038 0.114 0.104 0.118
H 3.5031 2.0995 3.2657 0.041 0.051 0.003 0.097
H 4.4592 4.1274 4.1856 0.075 0.018 0.016 0.108
H 3.0008 6.0373 4.7921 0.066 0.147 0.002 0.107
H 0.5837 5.9054 4.2831 -0.073 0.108 0.053 0.110
H -0.3859 3.8641 3.4207 -0.028 0.005 -0.005 0.088
H 3.1784 -5.1628 1.5220 -0.130 -0.067 0.025 0.122
H 5.3682 -6.2528 1.6967 0.009 -0.052 0.000 0.108
H 7.4398 -4.9612 1.3022 0.027 -0.023 0.033 0.106
H 7.2879 -2.5413 0.7850 0.053 -0.009 0.000 0.107
H 5.0946 -1.4560 0.6421 -0.010 0.038 0.017 0.068
H 2.8047 -4.8016 -0.8324 0.132 -0.136 -0.024 0.111
H 0.4779 -5.2427 -2.0881 -0.055 -0.135 -0.165 0.115
H -4.2792 -3.0698 -1.9012 -0.101 -0.120 -0.089 0.120
H -5.4251 -1.3788 -0.1534 -0.146 0.009 0.038 0.124
H -2.2655 -2.2799 -3.6371 0.031 -0.289 -0.037 0.127
H -3.5007 -3.3323 -5.2998 0.086 0.006 0.028 0.155
H -2.9743 -5.7910 -6.0031 -0.098 -0.130 -0.151 0.118
H -2.7945 -7.0514 -3.9487 -0.033 -0.099 -0.079 0.107
H -2.3246 -5.9599 -1.7859 0.078 -0.015 0.155 0.125
H 4.0795 -1.7947 3.2383 0.112 -0.150 0.100 0.122
H 3.0991 0.3900 4.3813 0.042 0.160 0.063 0.120
N -1.4042 3.4893 0.9047 -0.209 -0.088 0.052 0.149
C -0.1163 3.4024 0.5497 0.174 0.650 0.048 -0.653
N 0.5197 2.2999 0.2534 0.259 -0.825 -0.129 0.031
C 1.8576 2.5478 0.0519 0.238 1.092 0.066 -0.347
C 2.2405 3.8479 0.1913 -0.268 -0.452 0.040 -0.325
S 0.8916 4.8391 0.5844 -0.195 -0.611 -0.198 1.099
C 2.7057 1.4755 -0.4213 1.074 0.037 -0.132 -0.351
C 4.0566 1.5389 -0.5633 -0.436 -0.183 0.091 -0.323
S 4.6435 0.1739 -1.4399 -0.539 0.042 -0.079 1.084
C 2.9982 -0.4079 -1.5469 0.575 -0.094 -0.275 -0.672
N 2.1123 0.3413 -0.9414 -0.565 -0.079 0.255 -0.007
N 2.7063 -1.5133 -2.2368 -0.099 0.003 -0.257 0.146
H -1.9955 2.6863 0.7439 -0.053 0.126 0.039 0.035
H -1.8531 4.3891 0.9453 0.007 -0.106 -0.064 0.116
H 3.2122 4.2793 0.0815 0.280 0.059 -0.135 0.077
H 4.7354 2.2954 -0.2279 0.071 0.228 0.095 0.077
H 3.4287 -2.0510 -2.6799 -0.054 0.002 -0.002 0.121
H 1.7294 -1.6436 -2.4787 0.073 -0.033 0.064 0.059
Se -4.0787 2.3433 -1.2130 -1.549 0.755 -0.043 0.760
C -2.5724 1.5417 -1.1274 1.902 -0.796 -0.050 -0.914
N -1.5028 1.0511 -1.0351 -1.029 0.333 0.052 -0.069
O 0.0364 -0.5581 -2.4874 0.090 -0.474 0.629 -0.558
As -0.2582 -0.1099 -4.0583 -0.327 0.526 -1.480 1.307
C 1.2293 0.9130 -4.8223 -0.356 -0.351 0.194 -0.284
C 1.4822 0.7815 -6.1831 -0.277 -0.156 0.079 -0.088
C 2.4959 1.5190 -6.7713 -0.060 -0.026 -0.044 -0.066
C 3.2543 2.3869 -6.0034 0.061 -0.017 0.048 -0.067
C 3.0071 2.5152 -4.6466 -0.064 0.010 0.047 -0.066
C 1.9918 1.7805 -4.0527 -0.213 -0.019 0.331 -0.095
C -0.5014 -1.7480 -5.1133 -0.095 0.491 0.291 -0.240
C -1.2058 -1.9866 -6.2242 0.269 0.394 0.029 -0.038
C -1.6111 -3.4312 -6.3944 0.040 -0.045 -0.170 -0.215
C -0.3989 -4.2994 -6.2267 0.156 -0.020 -0.009 -0.036
C 0.2361 -4.0911 -5.0834 0.021 -0.054 -0.189 -0.016
C -0.3328 -2.9761 -4.2708 0.238 0.314 0.343 -0.255
C -1.8807 0.9392 -4.3669 0.477 -0.329 0.140 -0.287
C -3.0402 0.2921 -4.7665 0.099 -0.315 0.086 -0.095
C -4.1967 1.0160 -4.9891 -0.044 0.057 -0.032 -0.066
C -4.1955 2.3872 -4.8126 0.054 -0.053 -0.063 -0.095
C -3.0375 3.0345 -4.4158 0.133 0.064 -0.076 -0.111
C -1.8736 2.3167 -4.1947 0.244 0.026 0.050 -0.114
H 0.8725 0.1022 -6.7689 0.122 0.008 -0.093 0.098
H 2.6914 1.4228 -7.8276 0.006 -0.037 -0.116 0.110
H 4.0452 2.9621 -6.4600 0.061 0.051 -0.060 0.110
H 3.5987 3.1982 -4.0557 0.035 0.034 0.099 0.109
H 1.7788 1.8802 -2.9933 0.071 0.042 -0.037 0.094
H -1.5317 -1.2408 -6.9346 -0.099 0.137 0.039 0.121
H -2.1408 -3.6158 -7.3286 0.028 0.047 0.061 0.146
H -0.1622 -5.0457 -6.9649 0.149 -0.180 -0.025 0.119
H 1.0932 -4.6341 -4.7269 0.174 -0.183 -0.033 0.113
H 0.2510 -2.7744 -3.3734 -0.197 -0.095 -0.160 0.092
H -3.0355 -0.7810 -4.9112 -0.103 0.052 0.011 0.081
H -5.0955 0.5074 -5.2961 -0.141 -0.077 -0.037 0.111
H -5.1022 2.9490 -4.9673 -0.104 0.098 -0.037 0.112
H -3.0495 4.1019 -4.2673 0.053 0.140 0.030 0.110
H -0.9633 2.8139 -3.8729 -0.102 0.066 -0.043 0.110
```
Forces are in eV/Å.